1.
Entry from the Open Molecules 2025 dataset: a molecular structure, C32H30ClFFeIN5O7P in a non-equilibrium geometry (ωB97M-V/def2-TZVPD).

Element x y z (Å)
I 3.149 -0.837 4.654
Fe -0.136 -1.046 0.683
Cl 6.407 -3.203 0.617
P 1.546 1.366 -0.459
F -6.278 3.148 0.551
O -1.745 -1.031 2.099
O 1.211 -0.904 2.124
O -3.553 -0.579 0.829
O -0.985 2.642 2.190
O -8.483 1.695 1.502
O -5.724 -0.983 3.919
O -0.822 0.991 0.692
N -7.061 0.436 2.756
N -4.769 0.776 2.807
N -1.437 -1.081 -0.893
N 1.529 -1.827 -0.357
N -0.432 -3.104 1.239
C 3.410 -1.562 2.721
C -5.827 -0.004 3.206
C 0.238 1.784 -4.294
C 0.589 1.957 -1.901
C -3.413 0.299 3.041
C -0.892 2.587 -4.195
C 4.738 3.571 -1.966
C 3.213 2.012 -0.920
C 4.848 -2.554 1.056
C -7.344 1.458 1.855
C -2.881 -0.537 1.872
C -0.376 2.003 1.334
C 5.610 1.741 -0.682
C 0.966 1.471 -3.156
C -0.548 2.756 -1.816
C 2.570 -1.952 0.502
C 4.638 -2.103 2.336
C -1.280 3.070 -2.954
C 3.946 -2.855 -1.261
C 5.824 2.869 -1.461
C 3.818 -2.480 0.094
C 2.887 -2.686 -2.111
C -4.935 1.775 1.881
C 1.033 2.470 0.902
C 2.329 -1.449 1.836
C -1.517 -3.603 -0.920
C -1.590 -3.738 0.598
C 1.685 -2.162 -1.614
C -2.088 -2.288 -1.439
C 3.445 3.148 -1.695
C -6.141 2.143 1.434
C 4.314 1.317 -0.419
H 4.887 -3.257 -1.611
H -1.670 -4.794 0.878
H 1.850 0.846 -3.240
H 0.389 -3.696 1.174
H -2.751 1.166 3.110
H -3.372 -0.255 3.974
H -2.165 3.688 -2.865
H -2.481 -3.230 0.971
H -3.144 -2.243 -1.164
H 2.963 -2.944 -3.159
H 6.449 1.185 -0.282
H 0.833 -2.011 -2.267
H -2.090 -4.412 -1.383
H 4.154 0.432 0.188
H -1.069 -0.495 -1.636
H 5.443 -2.160 3.057
H 0.551 1.400 -5.257
H -0.624 -2.917 2.218
H 1.733 2.361 1.732
H -4.025 2.255 1.540
H -2.167 -0.533 -0.420
H 4.899 4.456 -2.572
H -7.846 -0.125 3.053
H 1.002 3.526 0.622
H 6.833 3.201 -1.673
H 2.604 3.702 -2.096
H -2.038 -2.279 -2.532
H -0.886 3.121 -0.854
H -1.468 2.829 -5.079
H -0.480 -3.733 -1.240

Properties
**E_LUMO (spin up / spin down)**: 0.074 / 0.073 Ha
**Relative energy (zero: lowest compared OMol25 entry of this formula, charge and spin)**: 0.275 eV
**Net charge**: -1
**E**: -4500.964169 Eh

2.
Entry from the Open Molecules 2025 dataset: 2 unconnected molecules or ions with the total composition C3H9O2PS in a non-equilibrium geometry (ωB97M-V/def2-TZVPD).

Element x y z (Å)
S -2.026 -0.261 -0.239
P 0.645 0.924 0.579
O 1.344 1.907 -0.471
O 1.495 -0.422 0.025
C 1.908 3.167 -0.259
C 0.997 -1.750 0.254
C -3.153 -1.790 -0.129
H -4.194 -1.413 -0.211
H 2.311 3.249 0.790
H 1.561 -2.085 1.150
H 2.616 3.276 -1.159
H -2.971 -2.541 -0.922
H 1.527 -2.272 -0.569
H 1.174 3.954 -0.249
H -0.101 -1.716 0.583
H -3.133 -2.228 0.829

Properties
**E_LUMO (spin up / spin down)**: -0.053 / -0.032 Ha
**Relative energy (zero: lowest compared OMol25 entry of this formula, charge and spin)**: 3.920 eV
**Net charge**: 0
**E**: -1009.614471 Eh

3.
Entry from the Open Molecules 2025 dataset: 2 unconnected molecules or ions with the total composition C5H6N2S in a non-equilibrium geometry (ωB97M-V/def2-TZVPD).

Element x y z (Å)
S 1.493 1.513 -2.394
N -0.342 0.174 -0.088
N -2.435 0.025 -0.765
C -2.190 -1.109 0.003
C 0.900 0.726 0.022
C -1.351 0.758 -0.800
C -0.889 -0.959 0.443
C 2.113 0.262 0.737
H -0.244 -1.785 0.902
H -1.365 1.819 -0.895
H 2.894 0.968 0.435
H -2.876 -1.929 0.084
H 1.929 0.311 1.860
H 2.363 -0.774 0.458

Properties
**E_LUMO (spin up / spin down)**: -0.066 / -0.070 Ha
**Relative energy (zero: lowest compared OMol25 entry of this formula, charge and spin)**: 6.114 eV
**Net charge**: 0
**E**: -701.614254 Eh

4.
Entry from the Open Molecules 2025 dataset: 7 unconnected molecules or ions with the total composition C26H54B2BrO9 in a non-equilibrium geometry (ωB97M-V/def2-TZVPD).

Element x y z (Å)
Br 0.048 0.771 2.221
O -5.884 -0.327 5.166
O -1.446 0.145 -2.729
O 9.019 -2.107 -1.688
O -2.045 -4.747 -0.162
O 3.925 -0.076 0.207
O -2.067 0.642 -0.427
O -0.982 -2.013 4.944
O 6.002 1.644 -3.503
O -6.611 2.065 -1.789
C -1.018 -2.899 -1.594
C -6.420 4.227 -0.827
C -4.471 0.053 -0.631
C 9.334 -2.637 -3.980
C 6.890 3.773 -4.078
C -6.533 3.256 -1.976
C 4.785 3.480 -2.622
C -6.198 1.957 5.734
C -2.177 -1.846 4.857
C -2.189 -3.425 -0.669
C -3.103 -2.984 4.504
C 0.867 -0.822 1.370
C 5.062 -0.361 -0.086
C -6.591 0.650 5.089
C -3.041 -4.578 -1.289
C 9.408 -0.222 -3.079
C -3.336 1.082 -0.877
C 6.133 -0.511 0.969
C 5.902 2.846 -3.410
C -2.801 -0.496 5.098
C -6.544 3.835 -3.370
C 5.472 -0.580 -1.519
C -0.237 -1.712 0.713
C -7.904 0.615 4.345
C 9.233 -1.695 -2.805
C 1.514 -1.637 2.536
B -1.377 -0.170 -1.347
B -0.411 -1.509 -0.920
H 6.932 0.212 0.795
H -3.597 1.966 -0.254
H 9.310 0.331 -2.147
H -3.636 -2.757 3.579
H 7.394 4.384 -3.328
H 0.692 -1.313 -1.411
H 7.637 3.183 -4.609
H -5.486 4.786 -0.902
H -3.320 -0.160 4.201
H 0.863 -1.600 3.420
H 6.375 4.413 -4.795
H 1.642 -2.694 2.259
H 0.107 -2.760 0.864
H -6.423 3.675 0.112
H -2.518 -3.891 4.358
H 2.488 -1.197 2.813
H -0.854 -0.470 -3.181
H 5.848 -1.598 -1.647
H -4.405 -0.342 0.394
H -3.495 -0.555 5.936
H 4.177 4.108 -3.275
H 4.609 -0.442 -2.166
H -3.816 -3.149 5.315
H -2.017 0.222 5.340
H -6.629 3.027 -4.095
H -4.071 -4.705 -0.948
H 5.196 4.079 -1.807
H -7.268 4.915 -0.834
H 6.537 -1.524 0.948
H -4.396 -0.755 -1.373
H -3.360 1.433 -1.922
H 5.698 -0.326 1.951
H -6.945 2.247 6.475
H -7.397 4.506 -3.489
H 10.323 -2.559 -4.437
H -5.418 0.603 -0.755
H -8.725 0.846 5.026
H -2.524 -5.279 -1.944
H 4.153 2.700 -2.198
H -2.729 -2.684 -0.057
H 8.564 -2.399 -4.715
H 8.640 0.122 -3.775
H 10.401 -0.036 -3.496
H -6.106 2.734 4.974
H 1.675 -0.593 0.635
H -7.887 1.335 3.525
H -0.275 -3.712 -1.618
H -1.186 -1.628 1.275
H -1.502 -2.698 -2.566
H -5.615 4.378 -3.555
H 6.239 0.140 -1.799
H 9.187 -3.659 -3.635
H -5.237 1.838 6.231
H -8.058 -0.381 3.934

Properties
**E_LUMO**: 0.077 Ha
**Net charge**: -1
**E**: -4323.963905 Eh

5.
Entry from the Open Molecules 2025 dataset: a single C15H23N3O3 molecule in a non-equilibrium geometry (ωB97M-V/def2-TZVPD).

Element x y z (Å)
O -1.187 3.496 -1.748
O -0.569 0.847 2.643
O 0.948 2.991 -1.293
N 2.122 1.888 2.229
N 2.115 -2.887 -1.166
N -0.886 1.445 0.500
C -0.061 0.998 1.519
C -0.438 2.671 -1.344
C -1.801 0.625 -1.593
C 4.146 -1.558 -0.189
C -3.371 -0.332 0.084
C -0.676 1.303 -0.855
C 3.271 -0.346 0.322
C -3.528 -2.604 0.697
C 1.940 -0.512 1.124
C -1.712 -1.924 -0.690
C -2.263 -0.634 -0.707
C -2.351 -2.976 -0.060
C 3.458 -2.385 -1.396
C -3.984 -1.278 0.919
C 1.467 0.935 1.302
H -3.927 -3.484 1.249
H 3.924 0.500 0.736
H -4.796 -1.143 1.686
H 2.056 -1.183 1.990
H 1.588 -3.356 -1.866
H -2.252 -4.019 0.081
H 2.277 1.412 3.130
H -2.744 1.306 -1.844
H 5.050 -1.066 -0.684
H 1.299 -0.990 0.317
H 2.274 -3.502 -0.398
H 1.107 3.898 -1.324
H -3.604 0.791 0.193
H 3.117 0.245 -0.603
H 3.394 -1.720 -2.334
H 1.597 1.416 0.298
H 3.023 2.223 1.826
H 4.244 -3.263 -1.425
H -1.348 0.378 -2.494
H 0.341 0.675 -1.151
H -1.865 1.515 0.797
H 4.475 -2.239 0.644
H -0.798 -2.073 -1.385

Properties
**E_LUMO**: 0.022 Ha
**SMILES**: NCCCC[C@H](N)C(=O)N[C@@H](Cc1ccccc1)C(=O)O
**Relative energy (zero: lowest compared OMol25 entry of this formula, charge and spin)**: 4.716 eV
**Net charge**: 0
**E**: -975.266127 Eh

6.
Entry from the Open Molecules 2025 dataset: 14 unconnected molecules or ions with the total composition H28O14 in a non-equilibrium geometry (ωB97M-V/def2-TZVPD).

Element x y z (Å)
O -3.455 -0.932 3.601
O 3.106 -1.506 -3.053
O 0.062 3.047 -2.054
O -1.009 -3.408 3.119
O -2.771 -0.510 0.587
O -0.048 -2.399 -1.764
O 3.551 0.487 -0.971
O -1.492 2.392 -0.179
O 0.348 -1.425 -3.894
O 0.526 3.494 2.609
O -0.038 -0.060 0.076
O -0.234 0.302 2.801
O -3.155 3.453 -0.702
O 4.768 -2.978 0.009
H 2.834 1.021 -1.331
H -1.057 0.410 2.310
H -0.991 -3.862 2.269
H 0.090 -1.368 -4.821
H 3.057 -2.237 -2.426
H -3.163 2.596 -1.143
H 0.591 -0.776 -0.065
H -3.020 -1.293 4.382
H -0.054 3.983 -2.249
H -0.541 -1.582 -1.903
H -3.893 3.404 -0.083
H -2.629 -0.130 -0.287
H -0.089 4.093 2.170
H -2.739 -0.522 3.103
H 4.053 1.104 -0.426
H -1.650 3.326 -0.004
H -0.273 -2.059 -3.516
H 5.138 -2.707 0.857
H 2.758 -0.753 -2.563
H 0.143 0.557 -0.643
H 0.398 2.675 -2.878
H -0.373 -0.499 3.318
H -1.538 -3.984 3.682
H 1.154 3.254 1.918
H -0.779 2.392 -0.827
H -2.887 -1.452 0.418
H 0.378 -2.274 -0.909
H 3.815 -2.966 0.155

Properties
**E_LUMO**: -0.014 Ha
**Relative energy (zero: lowest compared OMol25 entry of this formula, charge and spin)**: 5.259 eV
**Net charge**: 0
**E**: -1070.007691 Eh

Q: Among the records above, which one has the lowest E?
A: C32H30ClFFeIN5O7P

Q: Look up the E of the fifth one.
A: -975.266127 Eh